This record from the Open Molecules 2025 dataset describes a 2-piece molecular cluster, ClH4NSi overall. The level of theory is the ωB97M-V functional and the def2-TZVPD basis.

Spin multiplicity   1
HOMO level   -0.3238 Ha
Kohn-Sham gap   7.69 eV
E   -21954.3481 eV
LUMO level   -0.041 Ha
Relative energy (zero: lowest compared OMol25 entry of this formula, charge and spin)   57.1 kcal/mol

XYZ file:
```
7
ClH4NSi | the Open Molecules 2025 dataset | the ωB97M-V functional and the def2-TZVPD basis
N -0.51032 -0.64803 -0.33258
Si 0.32086 0.66150 0.35557
Cl 1.35128 1.80836 -2.47479
H 0.03264 -1.37015 -0.78889
H -1.35570 -0.47778 -0.86314
H 1.57055 0.29777 0.98346
H -0.50616 1.77229 0.76352
```

***

This record from the Open Molecules 2025 dataset describes a 2-piece molecular cluster, ClH5O7P2S overall. The level of theory is the ωB97M-V functional and the def2-TZVPD basis.

Spin multiplicity   1
HOMO level   -0.3422 Ha
Kohn-Sham gap   7.79 eV
E   -56340.3620 eV
LUMO level   -0.056 Ha
Relative energy (zero: lowest compared OMol25 entry of this formula, charge and spin)   0.0 kcal/mol

XYZ file:
```
16
ClH5O7P2S | the Open Molecules 2025 dataset | the ωB97M-V functional and the def2-TZVPD basis
O 1.08765 0.68720 1.22017
P 0.36767 0.18535 0.03793
S -0.70368 -1.72539 0.65834
P 0.91696 -3.29143 0.98235
O 1.16293 -3.35199 -0.60688
O 2.19260 -2.38375 1.36954
H -0.63265 1.05721 -0.59581
H 1.17673 -0.46328 -0.92133
H -0.97396 -1.41677 1.93276
H 2.08987 -3.47869 -0.83856
H 2.35821 -2.32832 2.31786
O -2.66447 3.23814 -2.27212
Cl -1.84294 3.33631 -1.11013
O -1.38071 4.66369 -0.89385
O -0.64217 2.46582 -1.32704
O -2.51202 2.80591 0.04678
```

***

This record from the Open Molecules 2025 dataset describes a 34-piece molecular cluster, ClH66O37 overall. The level of theory is the ωB97M-V functional and the def2-TZVPD basis.

Spin multiplicity   1
HOMO level   -0.3205 Ha
Net charge   -1
Kohn-Sham gap   10.48 eV
E   -89353.7032 eV
LUMO level   0.065 Ha
Relative energy (zero: lowest compared OMol25 entry of this formula, charge and spin)   0.0 kcal/mol

XYZ file:
```
104
ClH66O37 | the Open Molecules 2025 dataset | the ωB97M-V functional and the def2-TZVPD basis
Cl 0.30566 -0.40799 0.37473
O -0.28849 0.88091 0.28770
O -0.15462 -1.04363 1.60671
O -0.02623 -1.22276 -0.80176
O 1.80071 -0.28199 0.48373
O -3.05247 -3.81547 -0.62760
H -2.39276 -4.47762 -0.62833
H -3.06871 -3.51122 -1.57002
O 0.51253 0.35902 -5.36264
H 0.21715 -0.57167 -5.07651
H 0.30548 0.35693 -6.28698
O -5.25115 0.39679 -2.84625
H -5.05536 1.27051 -2.45974
H -5.90720 -0.01708 -2.25276
O 0.53458 2.12773 3.79694
H 1.20824 2.78682 3.62928
H 0.68959 1.35027 3.24359
O 3.10190 -2.09936 -1.81640
H 2.94109 -1.23214 -2.18221
H 3.15522 -2.05411 -0.85593
O 2.65269 -6.03372 1.13980
H 2.83301 -5.06682 1.27549
H 1.93934 -6.29728 1.76761
O 1.58393 -3.90950 -2.96254
H 2.38816 -4.36478 -3.19476
H 1.98327 -3.18875 -2.37516
O -5.68614 -3.39035 4.18856
H -4.74631 -3.31372 4.04481
H -6.06855 -2.58482 3.85341
O -3.02338 -3.18158 -3.36455
H -2.90304 -2.23205 -3.13977
H -2.17629 -3.36605 -3.78944
O -3.83194 5.82125 -0.16049
H -4.28976 5.08635 -0.55402
H -3.30441 5.43598 0.61329
O -1.92371 2.56787 -1.69037
H -1.84621 2.11254 -0.85213
H -1.22572 2.40746 -2.29831
O 2.94687 -3.02316 1.83409
H 2.02707 -2.76811 1.61768
H 3.28086 -2.33799 2.42096
O 0.76338 -6.13494 -1.13613
H 1.03051 -5.37345 -1.67986
H 1.31852 -6.25088 -0.40152
O 2.51020 -1.45279 5.83302
H 1.86282 -1.20546 5.17764
H 3.32905 -1.71844 5.36676
O -3.42274 -1.90753 1.14801
H -2.63438 -2.11084 1.68155
H -3.40051 -2.63645 0.47257
O 1.70033 4.40427 -2.04063
H 2.10929 3.81495 -1.38377
H 0.86701 4.76836 -1.60893
O -0.04642 -1.99751 -4.01543
H 0.56090 -2.64689 -3.61239
H -0.59216 -1.46421 -3.33624
O 2.60422 0.91102 -1.83397
H 1.78851 1.28679 -2.32409
H 2.23577 0.56847 -1.00698
O 3.53477 1.17884 2.49698
H 2.92735 1.01451 1.79138
H 3.61444 2.12802 2.52560
O 4.43931 -1.17917 3.21943
H 4.07723 -0.26471 3.11659
H 4.87105 -1.25571 2.36309
O 0.59358 -4.29107 3.70490
H 0.22233 -4.25942 2.80919
H 1.47854 -3.89354 3.58894
O -4.68985 3.15345 -1.71448
H -4.84493 2.75858 -0.84861
H -3.69211 2.97373 -1.81561
O -0.02169 -4.13551 0.96362
H 0.24309 -4.74457 0.28082
H -0.21478 -3.27570 0.47559
O 2.82836 3.83154 2.00890
H 1.91649 3.98688 1.66424
H 3.38566 4.48480 1.54055
O 4.36339 2.77761 -0.67850
H 3.83368 2.06083 -0.98030
H 4.86679 3.06336 -1.44828
O -2.12316 5.39203 2.06847
H -2.46732 4.56905 2.48038
H -1.35973 5.09627 1.55009
O 0.57978 2.23678 -3.23834
H 0.43209 1.79476 -4.17334
H 1.14513 3.05073 -3.13377
O 5.59350 -0.19115 0.52610
H 5.27646 -0.56065 -0.31004
H 5.71686 0.74686 0.35683
O -3.79399 1.03230 0.40541
H -3.38980 1.45447 1.18758
H -3.89565 0.08387 0.55155
O -1.04217 4.93194 -0.94897
H -1.66120 5.69242 -0.98403
H -1.43591 4.19355 -1.37573
O -2.21047 2.29415 3.04156
H -2.24862 1.40383 3.44770
H -1.41777 2.61909 3.48970
O 0.35591 3.91020 1.06263
H 0.13372 4.40702 0.26501
H -0.18400 3.12624 0.98780
O -2.60194 -0.69490 -2.49986
H -3.51959 -0.28255 -2.54400
H -2.38405 -0.44023 -1.60611
```

***

This record from the Open Molecules 2025 dataset describes ClH6NaO3 as an isolated structure. The level of theory is the ωB97M-V functional and the def2-TZVPD basis.

Spin multiplicity   1
HOMO level   -0.3402 Ha
Kohn-Sham gap   7.59 eV
E   -23180.0460 eV
LUMO level   -0.061 Ha
Relative energy (zero: lowest compared OMol25 entry of this formula, charge and spin)   0.0 kcal/mol

XYZ file:
```
11
ClH6NaO3 | the Open Molecules 2025 dataset | the ωB97M-V functional and the def2-TZVPD basis
Na 1.25178 -2.54273 -1.77210
Cl -1.03633 -0.82985 -1.07732
O -0.61964 2.41669 -1.73730
H -0.32765 2.45704 -2.64799
H -0.88162 1.50496 -1.60945
O -0.35678 -2.51528 1.96179
H -1.26803 -2.42425 2.24033
H -0.25651 -1.87618 1.25628
O 1.50020 1.18493 0.94709
H 0.61443 0.92601 0.69292
H 1.38019 1.69869 1.74576
```

***

This record from the Open Molecules 2025 dataset describes ClH8Li3O4 as an isolated structure. The level of theory is the ωB97M-V functional and the def2-TZVPD basis.

Spin multiplicity   1
HOMO level   -0.6566 Ha
Net charge   +2
Kohn-Sham gap   9.52 eV
E   -21444.5777 eV
LUMO level   -0.307 Ha
Relative energy (zero: lowest compared OMol25 entry of this formula, charge and spin)   0.0 kcal/mol

XYZ file:
```
16
ClH8Li3O4 | the Open Molecules 2025 dataset | the ωB97M-V functional and the def2-TZVPD basis
Li 0.58109 -1.64417 1.22558
Li 2.43585 -0.00857 -1.24680
Li -1.44476 0.75715 -2.54286
Cl 0.05013 -0.29210 -0.72427
O 0.15215 -3.53939 -1.84684
H 0.98762 -3.06196 -1.84741
H -0.45512 -2.99529 -1.33352
O 2.53643 1.35160 0.45055
H 3.00745 1.66789 1.23910
H 1.61630 1.24432 0.72454
O -0.92165 3.02037 0.75142
H -0.53428 3.63251 0.11059
H -0.59101 2.15165 0.50662
O -2.85571 -0.81032 1.54774
H -2.22030 -0.63736 2.25391
H -2.34418 -0.83632 0.73167
```

***

This record from the Open Molecules 2025 dataset describes one molecule with the formula ClHIOPS. The level of theory is the ωB97M-V functional and the def2-TZVPD basis.

Spin multiplicity   1
HOMO level   -0.3586 Ha
SMILES   O[P@@](=S)(Cl)I
Kohn-Sham gap   8.53 eV
E   -42811.5728 eV
LUMO level   -0.045 Ha
Relative energy (zero: lowest compared OMol25 entry of this formula, charge and spin)   35.5 kcal/mol

XYZ file:
```
6
ClHIOPS | the Open Molecules 2025 dataset | the ωB97M-V functional and the def2-TZVPD basis
O -0.11719 1.21067 -0.92778
P -0.05444 -0.35750 0.33366
S -1.66990 -0.73681 1.31638
Cl 0.79060 -1.64324 -0.89970
I 1.75519 0.46113 1.77568
H -0.70426 1.06574 -1.59825
```